The following is a DFT calculation (the ωB97M-V functional and the def2-TZVPD basis) of a structure of composition C52H150AsF6N18O22.

Each line ends with the Mulliken charge.
CARTESIAN COORDINATES (ANGSTROEM)
H -4.24312 1.58687 -1.52190  0.15
H 6.88472 -2.51276 4.31714  0.26
C 5.19410 3.77229 1.79233  0.25
C -3.22152 4.89044 -0.93924  -0.62
F 0.79544 -1.67388 0.59711  -0.34
H 5.12395 -6.09442 1.10527  0.43
H 1.77851 -2.33279 6.45023  0.42
H -5.25244 4.37030 -1.29616  0.28
H 4.94494 1.91399 -0.30639  0.01
H 4.16008 -5.47374 5.75831  0.39
H -6.90193 -4.24812 1.26830  0.20
C 2.83961 6.62718 -3.28665  -1.52
H 2.47636 6.45724 -4.30019  0.40
O -0.97012 3.68653 -2.86541  -0.18
N -7.68889 -3.79888 0.82224  -0.37
H 0.92647 -5.54140 1.77300  0.25
H 3.14580 7.66661 -3.16857  0.44
H -6.44006 -1.15032 0.06888  -0.11
C 3.64563 4.08504 -3.53564  -0.95
H 2.48774 -5.08146 -2.83565  0.40
N 7.10206 -1.53786 4.16737  -0.81
O 6.42219 -1.06430 0.44997  -0.37
H -1.81349 -2.64278 -1.20984  -0.22
H 5.22276 -2.08737 -0.87523  0.15
H -4.90251 -0.70893 -2.47579  -0.10
H 4.40049 5.66377 -2.16487  0.07
F -1.06198 -0.77227 2.20564  -0.45
H -3.95706 3.57484 2.99982  0.40
H 1.77640 3.18220 3.42957  -0.23
O -1.77065 2.11971 6.13728  -0.49
C 2.45256 2.04265 -2.95795  -0.24
H 2.51496 0.56252 6.20321  0.27
H -0.71212 4.27526 5.63573  0.36
N 2.12543 0.95316 5.35718  0.32
H -2.29245 1.35212 -4.93401  0.39
C 2.12296 -1.40009 -7.18562  -0.50
C 7.16577 -1.26196 1.72983  -1.37
O -4.97364 -3.29170 3.25331  -0.66
H -2.96206 1.04228 1.35992  -0.62
H -2.34643 3.89401 2.41433  -0.07
H -1.24678 -6.74983 -4.30387  0.28
H -1.38994 -5.91694 -6.83414  0.40
C -3.27387 -4.04941 -1.23735  0.80
H -0.52908 0.81567 7.18178  0.31
H 7.89112 -0.44844 1.71752  0.40
C 2.22933 -0.24766 -6.20911  0.19
C -3.75833 -2.57417 3.04775  0.25
H -3.13498 1.80996 4.73718  0.36
O 0.56864 -4.70930 -1.97717  0.14
C 5.97422 2.23076 -0.13801  -0.91
H -2.44157 1.37228 -3.15482  -0.07
F 0.52521 0.34806 -0.76553  -0.20
H 5.55874 -2.06397 3.02189  -1.44
H 1.37327 -3.14216 -0.84504  -0.33
N -1.96036 -6.03510 -4.29436  -0.73
H -1.53949 1.87114 4.14309  -0.69
H 5.01153 -4.01381 6.06931  0.41
H -7.06013 7.32126 1.66930  0.30
C 5.16054 -5.08727 5.95284  -1.69
H -1.11744 3.43583 -4.82843  0.46
C 6.13730 -5.43196 4.78007  0.37
O 0.26315 -4.16954 3.12039  -0.39
H -2.39284 -5.84729 -3.40117  0.22
H -0.60487 4.28727 3.89602  0.01
H 3.60839 5.80642 2.80163  0.21
H -0.94838 -1.87301 -4.71486  -0.01
C 1.77510 -2.47578 4.28013  0.67
F -1.53219 -1.15387 -0.22004  -1.28
N -3.90105 -3.12531 -0.59232  0.57
H 5.93412 -3.13331 0.48329  0.23
H -8.57169 1.17625 -4.62250  0.40
C 5.45892 0.07309 3.22080  -1.62
C 5.73426 3.64123 0.40295  1.63
H -0.79761 4.62013 -3.00765  0.15
O -2.44160 -2.76776 -5.92682  -0.52
H 1.80579 -0.59277 -5.26591  -0.13
H 4.45001 4.77136 3.98230  0.26
C -5.45603 -1.22061 -3.26313  -0.27
O 5.44800 5.11594 2.17018  -0.46
C -1.97787 -1.73949 -5.04714  0.04
H -1.93394 -0.80985 -5.61452  0.21
H 2.49712 1.89983 -4.03764  0.35
H -1.86674 -2.03607 4.04728  -0.85
N 5.00972 6.16690 -4.08511  -0.79
H -3.27916 -2.33624 -0.48877  -0.59
H -2.84972 1.54187 -0.44962  -0.13
N -3.84938 1.53223 -0.59342  0.87
C 0.28236 -6.12745 -1.89667  -1.29
N 7.27590 -4.61157 5.19822  -0.61
H 7.99080 -5.09233 4.67105  0.23
O -2.25297 -3.98359 4.30367  -0.63
O 2.50520 -0.85589 -8.42411  -0.53
H -2.57508 -1.62291 -4.14279  -0.11
H -0.05847 -4.22847 1.07414  0.27
C -1.69128 3.13567 -3.95167  -1.05
H 1.56605 0.56997 -6.49134  0.25
H -5.69863 6.21578 -2.72517  0.31
C -1.59345 -4.78042 -4.94182  2.34
H 2.99988 4.16972 -4.40968  0.31
H -5.60255 -2.70876 3.68489  0.39
O -6.58445 6.22895 -0.15361  -0.24
H 1.09623 -1.76580 -7.20004  0.22
H 0.85760 -3.69383 5.81672  0.38
H 3.35581 -6.09020 1.36169  0.16
N -2.11925 -3.56341 -1.49102  2.10
H -0.59786 -4.30724 -6.82446  0.29
H 6.48147 -6.46595 4.80244  0.33
O 2.82436 3.43257 -2.63780  0.18
H 5.13280 6.26765 3.77834  0.32
H 6.45618 -5.48967 2.76204  0.41
H -7.73577 -0.34839 -2.17089  0.05
C -4.67464 5.29455 -1.30106  0.36
H -1.74365 -4.03817 3.49174  0.27
H -3.47129 -3.67756 -4.41498  0.04
H -10.65700 1.55623 -3.09993  0.40
H 4.02954 0.01507 -6.80338  0.29
H -3.33022 -2.80506 2.07230  -0.22
H -0.55614 0.55397 5.41321  -0.16
N 7.04005 4.23684 0.30398  -0.83
C -1.15610 0.79624 6.29040  -0.16
C -9.63323 1.44482 -2.74276  -1.46
H -0.39325 5.04344 -0.25019  -0.44
N 0.77431 -1.38190 4.18385  0.84
H 7.65324 3.90843 1.03627  0.32
C 5.71955 -5.05483 3.43762  0.35
H -0.55182 -6.32291 -1.22285  0.28
H 0.37523 -1.29267 3.26034  -0.88
O 2.61493 3.17102 5.59744  -0.84
As -0.26368 -0.23978 0.72501  2.04
H 7.46656 -4.69461 6.18658  0.22
H -7.09774 8.17279 0.14026  0.33
H -5.77769 -2.25697 1.22616  0.32
H 0.12814 -5.62372 -6.00277  0.46
H 6.93140 5.19061 0.61801  0.36
H 1.46124 1.87081 -2.53860  -0.63
H 0.08868 5.89745 1.74398  0.43
H -2.39190 5.59742 -0.94310  0.60
H 1.33704 -4.44907 -3.96033  0.13
H -9.59008 1.02697 -1.73696  0.28
C -4.60011 0.93223 0.25638  -0.29
C -8.74011 0.62391 -3.69802  0.31
C 6.25130 -1.22353 3.06775  2.83
N -4.76207 5.84017 -2.68211  -0.72
H 1.24441 -2.23557 -2.70639  -0.01
H 2.75041 -2.00864 4.14362  -0.26
H -5.95909 -2.07105 -2.80293  0.27
O -6.53728 -0.49317 -3.86446  -0.52
H 6.15474 0.88400 3.43615  0.45
H 1.64023 1.44572 3.17480  -0.23
H 4.83438 0.04218 4.11360  0.41
H 2.76250 -2.23945 -6.91257  0.36
C 4.30263 -5.63917 1.65869  -0.48
H -3.38861 5.24752 3.05655  0.39
H -4.43973 0.66641 2.22993  0.21
H 3.16042 1.34392 -2.51207  0.24
H -9.56754 -1.06899 -3.28264  0.31
H 0.28373 -6.64601 -2.85542  0.22
H -4.88436 -3.24187 -0.39331  -0.23
H -6.82528 1.07337 -2.66767  0.01
C 1.55012 -3.54912 3.14632  -0.50
H 6.50120 2.17777 -1.09070  0.51
C 4.02307 5.60202 -3.18557  0.93
C -7.27932 7.20510 0.60790  -0.80
H -4.70273 6.03131 0.69754  0.10
H -1.37673 -4.23721 -1.61251  -0.75
H 2.41757 -4.20910 3.15360  0.62
C -5.18680 6.37212 -0.21769  -0.48
H -4.98321 7.40681 -0.49350  0.36
C -3.08224 4.20614 3.15546  -0.96
H 5.80779 3.25271 2.52820  0.32
H 2.42004 -1.89672 -0.80965  0.11
F -1.41486 1.14036 0.58252  -1.06
C 3.29744 -2.36848 -3.18798  -0.65
H 1.31165 3.17020 -0.15996  0.12
H -4.16465 6.65438 -2.69850  0.29
H -0.88760 -5.41699 1.97906  0.62
C 1.12123 3.87415 0.65016  0.78
H 4.49725 3.41354 -3.64477  0.29
C 1.76174 -3.10121 5.67733  -1.32
H 0.28919 2.53060 1.81311  -0.73
H -4.08839 -1.53539 3.05716  0.27
H -2.90742 4.02737 -1.52624  -0.29
N 1.71907 2.24124 3.79207  1.11
H 1.15318 -6.47605 -1.34147  0.46
H 6.52892 1.56188 0.52002  -0.03
C 2.05663 -2.93981 -2.52630  0.86
O -3.60837 -5.22277 -1.28964  -0.82
H 4.17155 -4.61573 1.30727  0.06
H -2.92030 4.31010 5.44621  0.51
C -2.38501 3.88506 4.59714  -0.16
O -8.40534 -2.08969 -0.45013  -0.71
H 6.67970 -1.24058 5.03532  0.37
C -1.82063 1.66342 -4.00204  0.00
N -9.42276 -0.59549 -4.16294  -0.87
H -8.44725 -4.39446 0.52179  0.26
H 3.45911 -0.89831 -8.52345  0.34
C -2.86644 -3.92815 -5.28646  -0.66
H 1.31845 5.50642 -0.75436  -0.37
H -3.20523 -2.46614 5.15145  0.39
H 3.12937 -2.37716 -4.26491  0.06
C 0.06596 -4.89117 1.93055  -0.87
H 1.76771 -3.01379 2.22212  0.04
H -2.00900 0.13013 6.42058  0.32
H -0.84504 -4.28229 -4.32550  -1.11
H -4.85485 -1.56726 -4.10367  0.39
C -7.41332 0.23236 -3.03510  0.11
C 1.62392 -4.42076 -2.90914  -0.79
H 5.89265 5.93038 -3.65547  0.29
H 5.47429 -5.48868 6.91643  0.39
H 4.73371 -2.06798 0.87370  -0.15
H -8.66653 -1.05850 -4.64651  0.35
C 0.64353 5.20306 0.04598  0.84
O 0.69490 6.19112 1.05999  -0.69
H -2.67674 3.58219 -4.08426  0.40
H -0.06984 -1.63738 4.67602  0.10
C 4.58098 5.52337 3.20420  -0.72
H 4.86795 0.39391 2.36295  0.23
H 3.33026 -1.37132 -2.74902  -0.03
C -7.55915 -2.65962 0.23656  0.60
N 2.29152 -2.84243 -1.14012  -0.12
H 5.04829 4.19713 -0.23621  -0.90
H -3.25375 4.42717 0.04689  -0.02
H 4.14894 3.46398 1.76609  -0.33
H 2.64965 -3.70254 5.87251  0.00
H 2.13451 4.02301 1.02329  -0.81
O -5.74745 0.62475 0.02499  -0.96
N -1.06963 4.58288 4.74261  -0.73
C 2.25712 2.15712 4.94013  0.38
H 4.17115 -2.96732 -2.93087  0.30
N -6.44655 -2.06660 0.49370  0.09
C -2.73058 -2.68423 4.19476  0.53
C -0.84455 -5.18916 -6.23331  -1.79
O 4.51372 -5.76383 3.01928  -0.45
H -8.32087 6.88396 0.59689  0.23
H -3.47470 -4.57202 -5.92170  0.49
H 5.65868 -3.99353 3.19670  -0.40
H 7.65849 -2.23278 1.67654  0.34
H 1.65052 0.30110 4.74940  -0.50
O 3.53981 0.18587 -5.99555  -0.44
H -0.25769 0.94659 -2.94469  -0.29
O 0.26025 3.48796 1.74815  1.04
H 2.01857 6.53780 -2.57531  0.16
H -9.20860 2.43997 -2.61058  0.34
N -3.94234 0.79904 1.36095  0.97
H 4.98781 7.17661 -4.07457  0.28
C 5.55258 -2.16454 0.16081  0.02
C -2.21038 2.37864 4.83623  0.55
F 0.82558 0.71152 1.71875  -0.59
O -0.58528 0.86561 -3.84343  0.28

- Lowest unoccupied orbital energy: 1.19 eV
- E_HOMO: -7.08 eV
- Calculated total energy: -205364.589 eV
- Frontier orbital gap: 0.3041 Ha
- Net charge: -1